47
Properties=species:S:1:pos:R:3:mulliken_charge:R:1 method="wB97M-V/def2-TZVPD" charge=+1 multiplicity=5 homo_ev="-12.1 / -13.2" s_squared=6.030 relative_energy_kj_mol=0.0 gap_ev="9.031 / 7.060" e_tot_ha=-8916.77592
Rh 2.069 -3.194 -0.177 1.061
Br 4.259 -3.006 -1.891 -0.015
C 5.328 -3.187 -0.296 -0.388
Br 4.340 -2.560 1.254 -0.020
H 6.261 -2.581 -0.333 0.402
H 5.524 -4.224 -0.111 0.345
C -3.654 2.814 -0.393 -2.017
C -3.617 1.388 0.187 2.013
C -4.684 0.590 -0.638 -1.661
C -4.128 1.377 1.627 -1.731
C -2.288 0.716 0.085 -0.388
C -2.149 -0.726 0.239 -0.909
C -0.820 -1.196 0.357 -0.481
Br -0.580 -3.089 0.502 -0.107
C 0.407 -0.426 0.056 1.085
O 1.466 -1.033 -0.136 -0.638
C 0.142 0.990 -0.192 -0.593
C -1.102 1.435 -0.165 0.488
C 1.338 1.950 -0.167 2.295
C 2.179 1.673 -1.392 -1.584
C 2.130 1.735 1.161 -1.404
C 0.902 3.385 -0.172 -2.449
H -4.744 3.002 -0.569 0.449
H -3.220 2.710 -1.330 0.531
H -3.074 3.424 0.269 0.373
H -5.608 1.068 -0.355 0.561
H -4.723 -0.456 -0.325 0.375
H -4.471 0.677 -1.672 0.415
H -5.050 1.900 1.588 0.479
H -3.492 1.748 2.344 0.452
H -4.320 0.368 1.976 0.423
H -2.960 -1.422 0.196 0.442
H -1.198 2.506 -0.272 0.586
H 2.632 0.672 -1.559 0.134
H 3.000 2.396 -1.420 0.450
H 1.592 1.739 -2.295 0.416
H 2.501 0.676 1.193 0.177
H 1.490 1.941 1.998 0.392
H 2.950 2.458 1.094 0.482
H 0.422 3.703 -1.086 0.423
H 1.819 3.996 -0.113 0.505
H 0.377 3.630 0.723 0.515
F 2.033 -5.220 -1.073 -0.532
B 2.536 -6.031 0.060 0.730
F 2.360 -5.030 1.143 -0.491
F 1.934 -7.186 0.272 -0.223
F 3.888 -6.098 -0.190 -0.369